DFT (ωB97M-V with the def2-TZVPD basis set) results for a structure of composition C19H43GdOP3SSe at a distorted geometry.

Its maximum force is 3.1 eV/A. Its energy above the lowest of the compared OMol25 structures with the same formula, charge and spin is 0.0 kJ/mol. The calculation puts the HOMO-LUMO gap (spin up / spin down) at 5.3 / 4.9 eV. Its energy is -5413.3172 hartree. Its spin multiplicity is 8. As for the total charge: +3. As for the expectation value of S²: 16.127.

Element x y z (Å)
Gd1 -0.46 0.50 -0.03
P1 2.86 0.45 -0.02
P2 -0.25 1.64 -2.65
P3 0.40 -1.84 -1.30
H1 -0.27 -1.76 4.28
C1 0.40 -2.53 3.87
C2 1.68 -2.27 3.56
H2 2.14 -1.28 3.70
C3 3.50 1.80 0.95
C4 3.46 0.77 -1.69
C5 3.61 -1.05 0.58
C6 -1.87 1.88 -3.48
C7 0.33 3.40 -2.63
C8 0.70 1.01 -4.09
C9 0.73 -3.10 0.00
C10 1.75 -2.19 -2.50
C11 -0.98 -2.66 -2.19
H3 0.02 -3.57 3.86
H4 2.37 -3.11 3.36
H5 3.21 1.74 2.00
H6 3.16 2.76 0.55
H7 4.58 1.72 0.85
H8 2.97 1.66 -2.15
H9 3.36 -0.12 -2.35
H10 4.53 0.98 -1.51
H11 3.10 -1.48 1.45
H12 4.62 -0.74 0.86
H13 3.68 -1.80 -0.21
H14 -1.80 2.72 -4.19
H15 -2.64 2.08 -2.73
H16 -2.15 0.96 -4.02
H17 -0.29 4.00 -3.31
H18 1.39 3.46 -2.94
H19 0.24 3.80 -1.61
H20 0.48 1.63 -4.98
H21 0.40 -0.02 -4.32
H22 1.77 1.03 -3.90
H23 0.39 -4.08 -0.36
H24 0.20 -2.86 0.93
H25 1.80 -3.15 0.24
H26 1.54 -3.14 -3.01
H27 2.72 -2.27 -2.01
H28 1.81 -1.41 -3.25
H29 -0.73 -3.72 -2.35
H30 -1.14 -2.19 -3.16
H31 -1.91 -2.57 -1.61
C12 -3.87 -1.01 0.56
C13 -3.21 -1.54 1.70
C14 -3.93 -2.31 2.61
C15 -5.27 -2.63 2.35
C16 -5.90 -2.19 1.17
C17 -5.20 -1.41 0.27
Se1 -3.12 0.24 -0.63
H32 1.54 0.38 0.60
H33 -2.15 -1.31 1.90
H34 -3.44 -2.70 3.51
H35 -5.83 -3.24 3.05
H36 -6.94 -2.48 0.97
H37 -5.66 -1.06 -0.64
C18 -0.95 4.68 2.12
S1 0.43 3.58 1.83
C19 0.46 2.78 3.43
O1 -0.17 2.48 0.88
H38 -1.83 4.17 2.52
H39 -0.60 5.43 2.83
H40 -1.21 5.19 1.19
H41 0.51 3.54 4.22
H42 -0.43 2.15 3.57
H43 1.36 2.17 3.49

Here are the Löwdin charges for atoms 1 to 8, given in e: 0.878 0.858 0.719 0.689 0.058 -0.061 -0.104 0.044